Run P
C2H5P | ωB97M-V/def2-TZVPD

Each line ends with the Löwdin charge.
Cartesian coordinates (Å):
P (-1.8191, 1.4325, -0.8540)  0.7068
C (-0.4265, 2.0142, -0.6070)  -0.5482
C (0.3764, -1.2211, 0.3508)  -0.0442
H (0.5887, -2.1866, -0.0743)  0.0278
H (-0.5526, -0.8474, 0.0430)  -0.0729
H (0.9108, -0.3437, 0.0902)  -0.0114
H (0.3822, -1.2560, 1.3989)  0.0060
H (0.5402, 2.4080, -0.3476)  -0.0638

## Properties
Kohn-Sham gap   0.39631 Ha
Structure (SMILES)   C#P.C
E_LUMO   0.5 eV

Run Q
C2H5P | ωB97M-V/def2-TZVPD

Each line ends with the Löwdin charge.
Cartesian coordinates (Å):
P (2.3431, 0.0123, 0.0780)  0.6002
C (-0.0662, -0.3996, -0.3229)  -0.2432
C (-1.0311, 0.6311, 0.1076)  -0.2596
H (-1.6134, 1.0604, -0.7937)  0.0919
H (-0.1625, -1.5353, -0.4417)  0.0195
H (-1.9241, 0.1267, 0.6408)  0.0974
H (-0.4108, 1.3407, 0.5754)  0.0190
H (2.8649, -1.2362, 0.1566)  -0.3254

## Properties
Kohn-Sham gap (alpha / beta)   0.33236 / 0.27078 Ha
E_LUMO (alpha / beta)   0.3 / -0.9 eV

run P is favored, and the nearest alternative lies 0.1146 hartree above it.